No. 1
A molecular structure, C23H23ClN2PTi at a distorted geometry, computed with the ωB97M-V functional and the def2-TZVPD basis.

CARTESIAN COORDINATES (ANGSTROEM)
Ti (-1.42, -0.38, -1.10)
Cl (-2.93, -1.89, -0.89)
P (0.22, -0.93, 0.38)
C (1.17, 0.44, 1.07)
C (2.09, 1.15, 0.29)
C (2.77, 2.24, 0.84)
C (2.53, 2.61, 2.17)
C (1.59, 1.92, 2.94)
C (0.92, 0.83, 2.39)
C (0.75, -2.46, 1.21)
C (0.16, -3.67, 0.80)
C (0.49, -4.86, 1.44)
C (1.39, -4.84, 2.51)
C (1.97, -3.63, 2.92)
C (1.65, -2.44, 2.28)
C (0.74, -1.08, -1.44)
C (-0.04, -0.84, -2.64)
C (0.41, -1.26, -3.91)
C (1.70, -1.78, -4.03)
C (2.51, -1.95, -2.88)
C (2.04, -1.62, -1.61)
H (-0.60, -3.68, 0.01)
H (0.02, -5.80, 1.14)
H (1.63, -5.77, 3.04)
H (2.65, -3.62, 3.77)
H (2.08, -1.50, 2.62)
H (2.22, 0.86, -0.76)
H (3.46, 2.82, 0.22)
H (3.07, 3.45, 2.61)
H (1.38, 2.22, 3.97)
H (0.19, 0.29, 3.00)
H (-1.05, -0.24, -2.76)
H (-0.25, -1.14, -4.78)
H (2.09, -2.05, -5.02)
H (3.53, -2.35, -3.01)
H (2.68, -1.80, -0.73)
H (1.42, 2.75, -1.96)
H (1.28, 2.29, -2.53)
N (-5.01, 4.31, 0.35)
C (-4.00, 3.47, 0.02)
C (-3.87, 2.99, -1.30)
C (-2.93, 2.00, -1.56)
N (-2.18, 1.42, -0.58)
C (-2.31, 1.85, 0.72)
C (-3.21, 2.86, 1.04)
H (-5.56, 4.74, -0.39)
H (-5.09, 4.69, 1.28)
H (-4.60, 3.31, -2.06)
H (-2.72, 1.61, -2.57)
H (-1.63, 1.36, 1.41)
H (-3.41, 3.10, 2.08)

The value obtained for the LUMO energy (spin up / spin down) is -7.2 / -7.1 eV. The frontier orbital gap (spin up / spin down) is 7.532 / 7.754 eV. As for the charge: +2. As for the expectation value of S²: 0.7554. The calculation puts the total energy at -72116.04712 eV. For the HOMO energy (spin up / spin down), the calculation gives -14.74 / -14.85 eV. The spin multiplicity is 2.


No. 2
A molecular structure, C45H57BGeN6OOsS3 at a distorted geometry, computed with the ωB97M-V functional and the def2-TZVPD basis.

CARTESIAN COORDINATES (ANGSTROEM)
Os (0.14, -0.07, 0.03)
C (-0.05, 4.03, -3.28)
C (-0.65, 3.90, -1.92)
C (-1.64, 4.74, -1.45)
C (-2.25, 4.49, -0.20)
N (-1.75, 3.58, 0.61)
N (-0.76, 2.81, 0.19)
B (-0.09, 1.79, 1.15)
N (1.36, 2.28, 1.46)
N (1.54, 3.59, 1.43)
C (2.72, 4.10, 1.73)
C (3.78, 3.25, 2.10)
C (3.61, 1.88, 2.09)
C (4.71, 0.93, 2.43)
C (2.34, 1.41, 1.72)
S (2.03, -0.29, 1.60)
C (2.86, 5.61, 1.66)
C (4.32, 6.06, 1.77)
C (2.27, 6.11, 0.34)
C (2.06, 6.19, 2.84)
N (-0.89, 1.65, 2.47)
N (-0.91, 2.69, 3.28)
C (-1.61, 2.64, 4.40)
C (-2.31, 1.46, 4.74)
C (-2.29, 0.37, 3.91)
C (-2.99, -0.91, 4.23)
C (-1.54, 0.51, 2.72)
S (-1.46, -0.77, 1.56)
C (-1.63, 3.83, 5.32)
C (-0.99, 3.42, 6.66)
C (-0.83, 5.00, 4.73)
C (-3.08, 4.25, 5.57)
C (-0.30, 2.85, -1.06)
S (0.66, 1.50, -1.60)
C (-3.52, 5.21, 0.19)
C (-3.87, 4.96, 1.66)
C (-3.39, 6.72, -0.05)
C (-4.62, 4.63, -0.71)
H (-0.20, 5.03, -3.69)
H (-0.53, 3.32, -3.96)
H (1.01, 3.81, -3.27)
H (-1.97, 5.57, -2.05)
H (4.74, 3.67, 2.36)
H (5.67, 1.44, 2.47)
H (4.77, 0.11, 1.71)
H (4.54, 0.47, 3.41)
H (4.95, 5.61, 0.99)
H (4.74, 5.83, 2.75)
H (4.37, 7.14, 1.64)
H (2.85, 5.75, -0.51)
H (2.29, 7.20, 0.32)
H (1.24, 5.78, 0.22)
H (2.45, 5.82, 3.79)
H (1.01, 5.93, 2.75)
H (2.16, 7.28, 2.84)
H (-2.86, 1.41, 5.67)
H (-3.38, -0.89, 5.25)
H (-2.32, -1.76, 4.14)
H (-3.83, -1.08, 3.54)
H (0.03, 3.07, 6.53)
H (-1.57, 2.65, 7.17)
H (-0.97, 4.29, 7.32)
H (0.23, 4.77, 4.72)
H (-0.99, 5.89, 5.33)
H (-1.15, 5.21, 3.70)
H (-3.66, 3.47, 6.06)
H (-3.59, 4.52, 4.65)
H (-3.09, 5.12, 6.23)
H (-3.14, 5.43, 2.31)
H (-3.92, 3.89, 1.88)
H (-4.85, 5.39, 1.86)
H (-2.52, 7.13, 0.46)
H (-4.28, 7.21, 0.34)
H (-3.33, 6.97, -1.11)
H (-4.73, 3.55, -0.56)
H (-4.42, 4.81, -1.77)
H (-5.57, 5.10, -0.46)
C (-0.89, -2.92, -0.72)
O (0.03, -1.96, -1.27)
H (-0.58, -3.17, 0.30)
H (-0.88, -3.84, -1.30)
H (-1.90, -2.52, -0.71)
C (-0.65, -1.77, -4.26)
Ge (0.74, -2.34, -2.99)
C (2.37, -1.25, -3.06)
C (2.99, -1.18, -4.31)
C (4.16, -0.44, -4.46)
C (4.71, 0.21, -3.37)
C (4.10, 0.15, -2.13)
C (2.93, -0.59, -1.98)
C (1.01, -4.29, -2.95)
C (0.33, -5.04, -3.88)
C (0.31, -6.44, -3.81)
C (0.97, -7.07, -2.79)
C (1.70, -6.34, -1.83)
C (2.39, -6.98, -0.77)
C (3.17, -6.27, 0.10)
C (3.29, -4.88, -0.04)
C (2.60, -4.22, -1.03)
C (1.77, -4.92, -1.93)
H (-0.30, -1.91, -5.28)
H (-0.86, -0.71, -4.11)
H (-1.57, -2.34, -4.12)
H (2.57, -1.70, -5.16)
H (4.64, -0.39, -5.43)
H (5.64, 0.77, -3.49)
H (4.54, 0.66, -1.28)
H (2.47, -0.67, -0.99)
H (-0.23, -4.55, -4.68)
H (-0.24, -7.01, -4.54)
H (0.98, -8.15, -2.73)
H (2.28, -8.05, -0.66)
H (3.71, -6.78, 0.89)
H (3.93, -4.32, 0.63)
H (2.75, -3.15, -1.17)

The value obtained for the LUMO energy (spin up / spin down) is -11.0 / -11.5 eV. The frontier orbital gap (spin up / spin down) is 3.077 / 2.433 eV. As for the charge: +3. As for the expectation value of S²: 0.7828. The calculation puts the total energy at -150721.35831 eV. For the HOMO energy (spin up / spin down), the calculation gives -14.06 / -13.89 eV. The spin multiplicity is 2.


- The lowest charge belongs to which entry?
  C23H23ClN2PTi


- Among the records above, which one has the lowest charge?
  C23H23ClN2PTi


- Which of these has the lowest charge?
  C23H23ClN2PTi


What did the first record say?
A molecular structure, C23H23ClN2PTi at a distorted geometry, computed with the ωB97M-V functional and the def2-TZVPD basis.

CARTESIAN COORDINATES (ANGSTROEM)
Ti (-1.42, -0.38, -1.10)
Cl (-2.93, -1.89, -0.89)
P (0.22, -0.93, 0.38)
C (1.17, 0.44, 1.07)
C (2.09, 1.15, 0.29)
C (2.77, 2.24, 0.84)
C (2.53, 2.61, 2.17)
C (1.59, 1.92, 2.94)
C (0.92, 0.83, 2.39)
C (0.75, -2.46, 1.21)
C (0.16, -3.67, 0.80)
C (0.49, -4.86, 1.44)
C (1.39, -4.84, 2.51)
C (1.97, -3.63, 2.92)
C (1.65, -2.44, 2.28)
C (0.74, -1.08, -1.44)
C (-0.04, -0.84, -2.64)
C (0.41, -1.26, -3.91)
C (1.70, -1.78, -4.03)
C (2.51, -1.95, -2.88)
C (2.04, -1.62, -1.61)
H (-0.60, -3.68, 0.01)
H (0.02, -5.80, 1.14)
H (1.63, -5.77, 3.04)
H (2.65, -3.62, 3.77)
H (2.08, -1.50, 2.62)
H (2.22, 0.86, -0.76)
H (3.46, 2.82, 0.22)
H (3.07, 3.45, 2.61)
H (1.38, 2.22, 3.97)
H (0.19, 0.29, 3.00)
H (-1.05, -0.24, -2.76)
H (-0.25, -1.14, -4.78)
H (2.09, -2.05, -5.02)
H (3.53, -2.35, -3.01)
H (2.68, -1.80, -0.73)
H (1.42, 2.75, -1.96)
H (1.28, 2.29, -2.53)
N (-5.01, 4.31, 0.35)
C (-4.00, 3.47, 0.02)
C (-3.87, 2.99, -1.30)
C (-2.93, 2.00, -1.56)
N (-2.18, 1.42, -0.58)
C (-2.31, 1.85, 0.72)
C (-3.21, 2.86, 1.04)
H (-5.56, 4.74, -0.39)
H (-5.09, 4.69, 1.28)
H (-4.60, 3.31, -2.06)
H (-2.72, 1.61, -2.57)
H (-1.63, 1.36, 1.41)
H (-3.41, 3.10, 2.08)

The value obtained for the LUMO energy (spin up / spin down) is -7.2 / -7.1 eV. The frontier orbital gap (spin up / spin down) is 7.532 / 7.754 eV. As for the charge: +2. As for the expectation value of S²: 0.7554. The calculation puts the total energy at -72116.04712 eV. For the HOMO energy (spin up / spin down), the calculation gives -14.74 / -14.85 eV. The spin multiplicity is 2.